# C5H14S

A 2-piece molecular cluster, C5H14S overall (ωB97M-V with the def2-TZVPD basis set, the Open Molecules 2025 dataset).

Structure (XYZ):
```
20
C5H14S (ωB97M-V with the def2-TZVPD basis set)
C -0.7948 0.2392 1.8143
C -2.2665 0.4652 2.2297
C 0.1134 1.3109 2.4468
H -0.7250 0.3065 0.7314
H -0.4821 -0.7562 2.1310
H -2.9563 0.0236 1.5135
H -2.4544 0.0589 3.2230
H 1.0791 1.3663 1.9477
H 0.2722 1.1092 3.5065
H -2.4529 1.5397 2.2729
H -0.3885 2.2744 2.3491
C 0.5754 -0.1236 -1.7628
C 1.9214 -1.6086 -3.6033
S 2.1864 -0.1675 -2.5607
H 0.4778 -0.9797 -1.0970
H 0.5247 0.7880 -1.1722
H -0.2291 -0.1139 -2.4968
H 1.0050 -1.4930 -4.1823
H 1.8431 -2.5104 -2.9947
H 2.7509 -1.7287 -4.2963
```

- LUMO energy (Ha) = 0.0367
- orbital gap (eV) = 9.503
- energy (a.u.) = -597.069531
- SMILES = CCC.CSC
- multiplicity = 1
- ΔE to the lowest compared entry with this formula, charge and spin (kcal/mol) = 4.9

# C5H14SSi

A 2-piece molecular cluster, C5H14SSi overall at a distorted geometry (ωB97M-V with the def2-TZVPD basis set, the Open Molecules 2025 dataset).

Structure (XYZ):
```
21
C5H14SSi (ωB97M-V with the def2-TZVPD basis set)
C 0.3023 -1.6325 -0.3253
C -2.1148 -1.1279 -0.3206
C -0.8603 2.0451 -1.8421
C -0.0841 2.0834 1.3964
C -0.7240 -0.6018 0.2267
Si -0.4642 1.1907 -0.3085
S 4.0173 -0.5289 0.3209
H 1.3261 -1.3797 0.1545
H -0.0253 -2.5372 0.0863
H 0.3959 -1.8409 -1.3721
H -2.9602 -0.6158 0.1640
H -2.2172 -2.2073 -0.0449
H -2.3212 -0.8265 -1.4262
H 4.2843 -1.9220 0.1538
H -0.9878 1.5702 -2.7346
H -0.5701 3.0362 -1.8625
H -0.3613 3.1542 1.2052
H -0.7608 1.4049 1.9552
H 1.0443 2.0791 1.5902
H -0.8931 -0.6391 1.3342
H 3.9743 -0.7041 1.6493
```

- LUMO energy (spin up / spin down) (Ha) = 0.0250 / -0.0520
- orbital gap (spin up / spin down) (eV) = 5.525 / 8.134
- energy (a.u.) = -886.366318
- multiplicity = 3
- ΔE to the lowest compared entry with this formula, charge and spin (kcal/mol) = 37.9

# C5H15BNO3

A 2-piece molecular cluster, C5H15BNO3 overall at a distorted geometry (ωB97M-V with the def2-TZVPD basis set, the Open Molecules 2025 dataset).

Structure (XYZ):
```
25
C5H15BNO3 (ωB97M-V with the def2-TZVPD basis set)
C 2.1313 -1.4524 1.0381
C 2.4802 -0.1006 0.3674
C 1.3758 0.4530 -0.4901
O 1.2717 0.1613 -1.6544
O 0.5125 1.3465 0.0030
C -0.0978 1.1009 1.2873
C -1.6208 1.2248 1.0944
B -2.2165 -0.1653 0.6444
O -2.9283 -0.9964 1.4453
H 1.7379 -1.2971 2.0439
H 1.3716 -1.9956 0.4710
H 3.0215 -2.0711 1.1268
H 3.3031 -0.2767 -0.3281
H 2.8285 0.6300 1.0982
H 0.2545 1.8383 2.0087
H 0.1637 0.1073 1.6440
H -2.0736 1.5369 2.0387
H -1.7988 1.9707 0.3174
H -1.9911 -0.5353 -0.4921
H -2.5652 -1.1670 2.3255
N -1.0385 -0.0598 -3.2032
H -0.2983 0.2340 -2.5136
H -1.8389 0.5706 -3.1618
H -0.6422 -0.0523 -4.1429
H -1.3424 -1.0047 -2.9683
```

- LUMO energy (Ha) = -0.1229
- orbital gap (eV) = 10.263
- energy (a.u.) = -504.640323
- multiplicity = 1
- ΔE to the lowest compared entry with this formula, charge and spin (kcal/mol) = 53.9
- net charge = +1

# C5H15BNOS

An isolated ion of composition C5H15BNOS and charge +1 at a distorted geometry (ωB97M-V with the def2-TZVPD basis set, the Open Molecules 2025 dataset).

Structure (XYZ):
```
24
C5H15BNOS (ωB97M-V with the def2-TZVPD basis set)
C -3.0054 1.3325 -0.0488
C -2.4569 -0.0879 0.3226
C -1.6952 -0.7914 -0.8392
N -0.3896 -0.1121 -1.0712
S 0.8329 -1.2017 -1.5649
B 2.4379 -0.6118 -0.7370
O 3.6166 -1.3454 -0.9581
C 2.5239 0.6960 0.1563
C 1.8499 0.5573 1.5723
H -3.3173 1.4241 -1.1016
H -3.8158 1.5630 0.6648
H -2.2183 2.0936 0.1391
H -3.3134 -0.7173 0.6167
H -1.7707 0.0355 1.1846
H -1.5291 -1.8458 -0.5043
H -2.3202 -0.8648 -1.7469
H -0.1535 0.3423 -0.1872
H 0.5384 -2.4734 -1.0784
H 3.5531 -2.2235 -0.5647
H 2.0380 1.5438 -0.3737
H 3.5850 0.9575 0.3004
H 0.8969 -0.0101 1.5757
H 1.5829 1.5827 1.8993
H 2.5298 0.1571 2.3442
```

- LUMO energy (Ha) = -0.1620
- orbital gap (eV) = 10.249
- energy (a.u.) = -752.278888
- multiplicity = 1
- net charge = +1